No. 1
DFT (ωB97M-V with the def2-TZVPD basis set) results for the molecule C3H10N2O2.

Output
Calculated total energy: -380.211867 Ha

```
! wB97M-V def2-TZVPD RIJCOSX def2/J DEFGRID3
* xyz 0 1
C -0.31 -0.47 0.03
C 0.36 1.90 -0.32
C -0.17 -1.87 -0.52
N 0.41 0.50 -0.72
N -0.13 -0.40 1.44
O 1.84 -0.01 -0.41
O -1.75 0.03 -0.35
H 1.98 0.06 0.56
H -1.92 0.88 -0.77
H -0.55 0.41 1.86
H -0.44 -1.24 1.91
H 0.41 2.07 0.76
H -0.55 2.34 -0.73
H 1.22 2.39 -0.78
H 0.75 -2.33 -0.15
H -1.03 -2.46 -0.22
H -0.12 -1.82 -1.60
*
```

***

No. 2
DFT (ωB97M-V with the def2-TZVPD basis set) results for a structure of composition C3H10N2O2.

Output
Calculated total energy: -379.529883 Ha

```
! wB97M-V def2-TZVPD RIJCOSX def2/J DEFGRID3
* xyz 2 1
C 0.03 -0.75 -0.03
C 1.20 -0.22 0.01
C -1.24 -0.17 0.57
N 2.48 -0.69 -0.40
N -1.91 0.35 -0.82
O 1.44 1.39 0.71
O -1.01 0.77 1.37
H 0.01 -1.69 -0.52
H -1.89 -1.00 0.82
H 2.94 -0.76 0.48
H 2.88 0.07 -1.06
H 2.47 -1.53 -1.00
H -1.39 0.22 -1.68
H -2.88 -0.01 -0.88
H -1.94 1.45 -0.74
H 0.58 1.52 1.29
H -1.79 1.06 1.90
*
```

***

No. 3
DFT (ωB97M-V with the def2-TZVPD basis set) results for a cluster of 3 separate species, C3H10N2O3 in total.

Output
Calculated total energy: -455.282443 Ha

```
! wB97M-V def2-TZVPD RIJCOSX def2/J DEFGRID3
* xyz 0 1
O -1.95 1.06 -0.86
C -1.69 -0.03 -0.37
N -1.53 -1.20 -0.96
C 1.89 -1.06 -0.57
O 1.74 -0.19 0.46
C -1.25 -0.16 1.15
N -0.33 0.79 1.60
H -1.90 -1.14 -1.92
H 2.24 -2.03 -0.22
H 2.54 -0.66 -1.37
H 0.88 -1.26 -1.00
H -2.19 -0.07 1.70
H -0.89 -1.19 1.24
H -0.32 1.10 2.57
H 0.62 0.65 1.21
H -0.04 1.98 -0.99
H 1.28 1.36 -0.56
O 0.91 2.06 -1.12
*
```

***

No. 4
DFT (ωB97M-V with the def2-TZVPD basis set) results for a cluster of 2 separate species, C3H10N2O3 in total.

Output
Calculated total energy: -455.520160 Ha

```
! wB97M-V def2-TZVPD RIJCOSX def2/J DEFGRID3
* xyz 0 1
C -0.21 2.23 -0.93
C 0.36 2.57 0.46
O 0.58 1.33 1.03
N -1.24 1.21 -1.02
C -1.18 -0.09 -1.49
N 0.10 -0.65 -1.59
O -2.14 -0.83 -1.47
H -0.54 3.06 -1.60
H 0.71 1.78 -1.34
H 1.34 3.07 0.54
H -0.22 3.27 1.10
H -0.26 0.97 1.35
H -2.10 1.58 -0.57
H 0.77 -0.28 -2.22
H 0.01 -1.65 -1.60
H 2.82 -5.45 3.26
H 2.19 -5.07 4.58
O 2.71 -4.67 3.82
*
```

***

No. 5
DFT (ωB97M-V with the def2-TZVPD basis set) results for a cluster of 2 separate species, C3H10N2O3 in total.

Output
Calculated total energy: -455.484488 Ha

```
! wB97M-V def2-TZVPD RIJCOSX def2/J DEFGRID3
* xyz 0 1
C -0.27 -0.95 -1.11
C -0.61 -0.54 -2.57
O 0.56 -0.81 -3.32
N -0.13 0.20 -0.22
C -0.60 0.34 1.12
N -0.89 -0.86 1.69
O -0.37 1.31 1.73
H -1.24 -1.61 -0.88
H 0.52 -1.64 -0.99
H -1.56 -0.96 -3.15
H -0.60 0.64 -2.71
H 0.60 -1.64 -3.69
H 0.50 1.03 -0.50
H -0.80 -1.86 1.38
H -1.47 -0.90 2.47
H 2.01 2.81 4.33
H 2.00 3.07 2.89
O 2.35 2.39 3.53
*
```

***

No. 6
DFT (ωB97M-V with the def2-TZVPD basis set) results for the molecule C3H10N2O3.

Output
Calculated total energy: -455.437352 Ha

```
! wB97M-V def2-TZVPD RIJCOSX def2/J DEFGRID3
* xyz 0 1
C 1.25 -0.18 0.73
C 0.17 0.64 0.09
C -2.28 0.05 -0.28
N -0.98 -0.56 -0.06
N 0.38 1.06 -1.25
O -1.15 -1.44 1.06
O 1.59 -1.36 0.11
O 2.36 0.91 0.64
H -0.57 -2.19 0.86
H 1.58 -1.24 -0.85
H 3.22 0.46 0.65
H 1.09 -0.37 1.79
H -0.16 1.45 0.74
H 0.91 1.92 -1.30
H 0.42 0.26 -1.87
H -2.65 0.57 0.61
H -3.00 -0.73 -0.55
H -2.18 0.76 -1.10
*
```

***

No. 7
DFT (ωB97M-V with the def2-TZVPD basis set) results for a cluster of 2 separate species, C3H10N2O3 in total.

Output
Calculated total energy: -455.562305 Ha

```
! wB97M-V def2-TZVPD RIJCOSX def2/J DEFGRID3
* xyz 0 1
C -1.54 0.53 0.53
O -1.31 0.18 1.89
C -1.50 -0.63 -0.45
N -0.91 -0.24 -1.71
H -0.77 1.24 0.20
H -2.51 1.03 0.51
H -0.35 0.01 1.95
H -0.86 -1.36 0.05
H -2.54 -0.98 -0.61
H 0.37 0.07 -1.07
H -1.40 0.57 -2.10
H -0.98 -0.98 -2.39
N 3.05 0.30 0.68
C 1.73 -0.01 0.42
O 1.35 0.38 -0.74
O 1.05 -0.57 1.30
H 3.70 0.57 -0.04
H 3.44 -0.10 1.56
*
```

***

No. 8
DFT (ωB97M-V with the def2-TZVPD basis set) results for a cluster of 3 separate species, C3H10N2O3 in total.

Output
Calculated total energy: -455.260374 Ha

```
! wB97M-V def2-TZVPD RIJCOSX def2/J DEFGRID3
* xyz 0 1
O 2.38 -0.26 -1.77
C 1.12 -0.16 -1.83
N 0.32 0.55 -2.59
C -0.53 1.73 1.28
O -0.29 0.52 1.92
C 0.32 -1.09 -0.86
N 1.09 -1.40 0.36
H 0.93 1.02 -3.29
H -1.60 2.00 1.31
H 0.05 2.59 1.80
H -0.19 1.71 0.22
H 0.07 -2.01 -1.41
H -0.64 -0.52 -0.64
H 2.08 -1.28 0.10
H 0.83 -0.74 1.11
H -2.61 -1.34 1.74
H -1.30 -0.39 1.50
O -2.06 -0.93 1.04
*
```

***

No. 9
DFT (ωB97M-V with the def2-TZVPD basis set) results for a cluster of 3 separate species, C3H10N2O5 in total.

Output
Calculated total energy: -605.768206 Ha

```
! wB97M-V def2-TZVPD RIJCOSX def2/J DEFGRID3
* xyz 0 1
C -10.18 18.51 14.64
O -10.89 18.93 13.45
H -9.22 19.03 14.54
H -10.63 18.94 15.54
H -9.95 17.46 14.78
H -11.16 18.07 13.10
C -4.94 15.49 10.72
N -3.50 15.28 10.42
O -3.24 15.08 9.24
O -2.73 14.94 11.34
H -5.10 15.79 11.76
H -5.35 14.50 10.52
H -5.31 16.24 10.03
C -13.66 12.47 8.70
N -12.83 13.49 9.40
O -11.69 13.23 9.69
O -13.29 14.63 9.72
H -13.80 11.74 9.51
H -13.18 11.94 7.88
H -14.55 13.00 8.36
*
```

***

No. 10
DFT (ωB97M-V with the def2-TZVPD basis set) results for a cluster of 2 separate species, C3H10N2OP in total.

Output
Calculated total energy: -646.103224 Ha

```
! wB97M-V def2-TZVPD RIJCOSX def2/J DEFGRID3
* xyz 1 1
C 0.63 1.02 -0.48
C 1.22 1.80 -1.54
C -0.14 -0.19 -1.06
N 0.79 1.27 0.74
N -0.29 -0.38 -2.33
O -0.55 -1.20 -0.31
P -0.91 -1.75 3.12
H 1.89 1.15 -2.13
H 0.36 2.13 -2.21
H 1.66 2.61 -1.14
H 0.38 0.60 1.44
H -0.48 -1.35 -2.58
H -0.12 0.31 -3.00
H -2.25 -1.51 2.75
H -0.44 -1.23 0.72
H -0.64 -0.59 3.89
H -1.12 -2.70 4.12
*
```

***

No. 11
DFT (ωB97M-V with the def2-TZVPD basis set) results for a cluster of 2 separate species, C3H10N2OP in total.

Output
Calculated total energy: -646.021391 Ha

```
! wB97M-V def2-TZVPD RIJCOSX def2/J DEFGRID3
* xyz 1 1
C -1.74 1.57 0.08
C 2.62 0.67 -0.71
C -0.31 -2.35 0.29
N -1.52 0.17 0.33
N 1.70 0.15 0.19
O 1.44 0.73 1.21
P -0.57 -0.69 -0.70
H -1.24 2.20 0.89
H -1.25 1.79 -0.81
H -2.75 1.81 0.12
H 3.05 -0.08 -1.36
H 3.35 1.20 -0.27
H 2.15 1.41 -1.28
H 0.13 -2.45 1.21
H 0.52 -2.94 -0.20
H -1.18 -3.01 0.13
H -1.91 -0.16 1.19
*
```

***

No. 12
DFT (ωB97M-V with the def2-TZVPD basis set) results for the molecule C3H10N2OS.

Output
Calculated total energy: -703.144577 Ha

```
! wB97M-V def2-TZVPD RIJCOSX def2/J DEFGRID3
* xyz 0 1
C 0.19 -1.50 -0.97
C -1.68 -0.10 -0.07
C -0.26 -0.62 0.21
N 2.34 0.64 0.56
N 0.32 1.81 1.10
O 0.82 1.37 -1.35
S 0.97 0.81 -0.03
H 0.29 -0.90 -1.96
H 1.14 -2.02 -0.76
H -0.63 -2.17 -1.02
H -1.68 0.52 -0.90
H -1.86 0.66 0.85
H -2.53 -0.88 -0.08
H -0.10 -1.03 1.25
H 2.99 -0.15 0.19
H 0.33 1.40 2.08
H -0.67 2.16 0.90
*
```

***

No. 13
DFT (ωB97M-V with the def2-TZVPD basis set) results for a structure of composition C3H10N2S.

Output
Calculated total energy: -627.914952 Ha

```
! wB97M-V def2-TZVPD RIJCOSX def2/J DEFGRID3
* xyz 0 1
C 1.14 1.15 -2.19
C 0.80 0.00 -1.14
S 1.62 0.09 0.47
H 0.56 0.98 -3.03
H 0.71 2.09 -1.95
H 2.28 1.14 -2.40
H -0.23 0.02 -1.14
H 1.20 -0.94 -1.58
N -0.45 -1.61 2.01
C -1.49 -0.65 1.80
N -1.31 0.42 1.06
H 0.39 -1.47 1.41
H -0.42 -1.89 2.99
H -2.57 -0.73 2.05
H -2.20 0.75 0.65
H -0.03 0.66 0.99
*
```

***

No. 14
DFT (ωB97M-V with the def2-TZVPD basis set) results for a cluster of 2 separate species, C3H10N2S in total.

Output
Calculated total energy: -627.849960 Ha

```
! wB97M-V def2-TZVPD RIJCOSX def2/J DEFGRID3
* xyz 0 1
C -0.91 1.32 0.32
C -1.26 -1.01 0.98
C 2.09 -1.01 -0.19
N -0.27 -0.56 -1.08
N -0.98 -0.07 -0.08
S 2.98 0.48 -0.21
H -0.91 1.95 -0.57
H -1.77 1.56 0.93
H 0.00 1.52 0.89
H -1.30 -2.00 0.55
H -0.47 -0.98 1.74
H -2.21 -0.76 1.45
H 1.88 -1.37 0.80
H 2.34 -1.74 -0.94
H 0.06 0.20 -1.68
H 3.08 0.59 -1.53
*
```